Formula: C4H9NO2
Source: OMol25
Level of theory: ωB97M-V/def2-TZVPD

Its SMILES is CCCNC(=O)O. As for the LUMO energy: 0.6 eV. The value obtained for the energy is -362.8065 a.u. The value obtained for the orbital gap is 10.3379 eV. The energy above the lowest of the compared OMol25 structures with the same formula, charge and spin comes out at 732.6 kJ/mol.

Element x y z (Å)
C 0.562 1.613 0.339
C -1.066 1.245 -0.184
C -1.185 -0.131 0.468
N -0.162 -1.020 -0.443
C 0.660 -2.051 -0.253
O 0.610 -3.171 0.320
O 1.996 -2.165 -1.027
H 0.843 1.525 1.366
H 1.072 0.979 -0.530
H 0.771 2.529 -0.127
H -1.844 1.946 0.361
H -1.205 2.067 -1.164
H -2.280 -0.553 0.489
H -0.913 0.357 1.600
H -0.233 -0.234 -0.983
H 2.373 -2.936 -0.232

Formula: C14H21Cl2InNO4P
Source: OMol25
Level of theory: ωB97M-V/def2-TZVPD

As for the LUMO energy: -6.8 eV. The value obtained for the energy is -2353.2327 a.u. The value obtained for the orbital gap is 7.3840 eV. The net charge is +2.

Element x y z (Å)
In -0.292 -0.370 -0.388
Cl 5.530 -1.472 3.657
C 4.272 -1.436 2.489
C 4.585 -1.447 1.134
C 3.581 -1.429 0.174
Cl 3.985 -1.420 -1.495
C 2.243 -1.436 0.552
O 1.273 -1.587 -0.359
C 1.938 -1.346 1.930
C 0.608 -1.093 2.408
O -0.369 -0.728 1.720
C 2.954 -1.377 2.895
H 5.621 -1.474 0.821
H 0.437 -1.195 3.486
H 2.716 -1.333 3.950
C -2.104 -3.539 -1.521
P -3.076 -2.095 -1.144
C -4.164 -1.744 -2.502
C -4.037 -2.400 0.321
O -2.158 -0.858 -0.905
H -2.757 -4.400 -1.675
H -1.424 -3.772 -0.700
H -1.526 -3.378 -2.432
H -4.821 -2.595 -2.689
H -3.581 -1.540 -3.400
H -4.774 -0.871 -2.267
H -4.715 -3.239 0.154
H -4.622 -1.513 0.565
H -3.381 -2.635 1.160
C 1.100 4.945 -0.336
N 0.153 3.821 -0.494
C -1.262 4.110 -0.797
C 0.520 2.580 -0.337
C 1.929 2.182 -0.049
O -0.384 1.667 -0.464
H 0.557 5.863 -0.528
H 1.912 4.864 -1.054
H 1.490 4.976 0.679
H -1.364 5.177 -0.947
H -1.891 3.791 0.031
H -1.562 3.583 -1.700
H 2.583 3.007 0.212
H 2.342 1.689 -0.935
H 1.935 1.467 0.777

Formula: C5H7N
Source: OMol25
Level of theory: ωB97M-V/def2-TZVPD

Its SMILES is C1=C[C@H]2N[C@H]2C1. As for the LUMO energy: 1.2 eV. The value obtained for the energy is -249.3954 a.u. The value obtained for the orbital gap is 9.8908 eV. The energy above the lowest of the compared OMol25 structures with the same formula, charge and spin comes out at 204.5 kJ/mol.

Element x y z (Å)
C -0.316 -1.127 -0.760
C 0.968 -0.834 -0.542
C 1.150 0.385 0.303
N 0.480 1.692 0.188
C -0.212 0.619 0.859
C -1.211 -0.153 -0.015
H -0.688 -1.976 -1.328
H 1.807 -1.507 -0.671
H 2.066 0.478 0.880
H 0.034 1.899 -0.702
H -0.314 0.603 1.937
H -1.983 -0.658 0.573
H -1.749 0.540 -0.684